Entry 1:
A 2-piece molecular cluster, C4H11BrSi overall in a non-equilibrium geometry, computed with ωB97M-V/def2-TZVPD.

Last column: Löwdin charge in e.
Positions of all 17 atoms, in Å:
C  0.4428  -2.4071  1.0916  -0.235
C  0.6385  2.3636  -0.1020  -0.265
C  -0.9497  0.5166  -2.1600  -0.263
C  0.1932  -1.0019  1.5294  -0.153
Si  0.3780  0.6227  -0.8109  0.334
Br  2.3010  -0.1646  -1.6939  0.270
H  -0.3579  -2.7703  0.4510  0.060
H  1.3851  -2.4862  0.5524  0.044
H  0.5031  -3.0727  1.9591  0.066
H  0.3003  2.4078  0.9297  0.016
H  1.6871  2.6476  -0.1137  0.015
H  0.0780  3.1086  -0.6630  0.019
H  -1.5934  1.3933  -2.1405  0.020
H  -0.4971  0.4490  -3.1483  0.017
H  -1.5791  -0.3587  -2.0284  0.017
H  0.9862  -0.5452  2.0990  0.021
H  -0.7955  -0.7821  1.9000  0.016

As for the net charge: 0. For the LUMO energy, the calculation gives 0.42 eV. The HOMO energy comes out at -7.759 eV. The spin multiplicity is 1. For the energy above the lowest of the compared OMol25 structures with the same formula, charge and spin, the calculation gives 1.8137 eV. As for the max |F|: 2.84 eV/A.

Entry 2:
C34H28CsN7O3S as an isolated structure in a non-equilibrium geometry, computed with ωB97M-V/def2-TZVPD.

Last column: Löwdin charge in e.
Positions of all 74 atoms, in Å:
Cs  0.1167  -0.5909  0.7693  1.252
C  -0.7138  4.3535  0.3918  -0.076
C  -1.3714  4.8725  1.5047  -0.107
C  -1.8540  4.0026  2.4469  -0.037
C  -1.6849  2.6013  2.2771  -0.354
N  -1.0409  2.1210  1.1986  0.025
C  -0.5780  2.9768  0.3063  -0.162
N  -2.1757  1.8600  3.2852  0.141
C  -2.2601  0.5646  3.4649  -0.312
N  -1.9823  -0.5209  2.7018  0.009
C  -2.2704  -1.6377  3.4132  -0.313
N  -2.1770  -2.9242  3.1775  0.141
C  -1.7127  -3.6244  2.1283  -0.355
C  -1.7321  -5.0336  2.3193  -0.035
C  -1.2550  -5.8684  1.3452  -0.105
C  -0.7637  -5.3091  0.1672  -0.079
C  -0.7956  -3.9282  0.0484  -0.170
N  -1.2518  -3.1052  0.9748  -0.015
C  -2.7797  -1.2645  4.7452  -0.102
C  -3.1817  -1.9948  5.8480  -0.030
C  -3.5848  -1.3015  6.9780  -0.110
C  -3.5963  0.0924  6.9989  -0.110
C  -3.1958  0.8278  5.8953  -0.029
C  -2.7790  0.1365  4.7735  -0.105
H  -0.3165  4.9987  -0.3786  0.093
H  -1.4901  5.9446  1.6250  0.092
H  -2.3605  4.3540  3.3330  0.092
H  -0.0560  2.5414  -0.5359  0.086
H  -2.1152  -5.4196  3.2515  0.093
H  -1.2540  -6.9452  1.4837  0.093
H  -0.3628  -5.9285  -0.6230  0.092
H  -0.4281  -3.4589  -0.8580  0.102
H  -3.1741  -3.0751  5.8220  0.102
H  -3.8958  -1.8456  7.8637  0.087
H  -3.9219  0.6028  7.8986  0.087
H  -3.2031  1.9090  5.9007  0.102
C  0.6964  3.4170  -4.6715  -0.123
N  -0.5344  3.1312  -3.9836  -0.281
C  -1.7091  3.5504  -4.6986  -0.125
C  -0.6212  1.8366  -3.3248  -0.198
C  -0.7753  0.5411  -4.1042  -0.289
C  -0.6779  0.4402  -5.4847  -0.107
C  -0.7403  -0.8025  -6.0997  -0.165
C  -0.9055  -1.9442  -5.3407  -0.166
C  -1.0471  -1.8313  -3.9600  -0.203
C  -0.9872  -0.6025  -3.3219  -0.084
H  0.7468  4.4952  -4.8564  0.069
H  0.8198  2.9028  -5.6380  0.066
H  1.5280  3.1351  -4.0288  0.083
H  -1.6271  4.6231  -4.9015  0.068
H  -2.5794  3.3815  -4.0661  0.082
H  -1.8778  3.0339  -5.6576  0.069
H  -1.4595  1.9023  -2.6192  0.103
H  0.2887  1.7335  -2.7224  0.104
H  -0.5468  1.3125  -6.1168  0.065
H  -0.6447  -0.8692  -7.1797  0.071
H  -0.9211  -2.9171  -5.8260  0.069
H  -1.2026  -2.7366  -3.3756  0.046
O  2.9070  1.7300  -0.0014  0.017
C  3.2599  0.5557  -0.0609  -0.591
N  2.4621  -0.4937  -0.1960  -0.378
S  3.2331  -1.8914  -0.0539  0.556
O  3.0624  -2.7767  -1.1786  -0.314
O  2.9881  -2.5048  1.2352  -0.349
C  4.8997  -1.1996  -0.0326  -0.195
C  6.1473  -1.7736  -0.0242  -0.053
C  7.2566  -0.9359  0.0248  -0.097
C  7.0870  0.4436  0.0749  -0.097
C  5.8221  1.0101  0.0617  -0.015
C  4.7194  0.1729  -0.0007  -0.127
H  6.2456  -2.8494  -0.0594  0.113
H  8.2507  -1.3660  0.0276  0.092
H  7.9581  1.0849  0.1221  0.091
H  5.6769  2.0794  0.0969  0.113

As for the net charge: -2. For the LUMO energy, the calculation gives 4.01 eV. The HOMO energy comes out at -0.434 eV. The spin multiplicity is 1. For the energy above the lowest of the compared OMol25 structures with the same formula, charge and spin, the calculation gives 1.6190 eV. As for the max |F|: 2.27 eV/A.

Entry 3:
One molecule with the formula C3H6N2 in a non-equilibrium geometry, computed with ωB97M-V/def2-TZVPD.

Last column: Löwdin charge in e.
Positions of all 11 atoms, in Å:
C  1.2743  0.5790  -0.0756  -0.047
N  0.7590  -1.5368  0.2004  0.017
N  -2.1142  0.1736  0.2008  0.108
C  0.0984  -0.5643  -0.3807  -0.425
C  -1.2022  -0.3061  -0.6153  -0.062
H  1.6783  -1.6802  -0.2209  0.026
H  -1.9070  0.4030  1.1744  0.120
H  -3.0798  0.2287  -0.0822  0.097
H  1.4153  0.9073  0.9417  0.058
H  2.2325  0.3569  -0.5480  0.067
H  0.8453  1.4389  -0.5945  0.039

As for the net charge: 0. For the LUMO energy, the calculation gives 0.45 eV. The HOMO energy comes out at -7.515 eV. The spin multiplicity is 1. For the energy above the lowest of the compared OMol25 structures with the same formula, charge and spin, the calculation gives 4.8895 eV. As for the max |F|: 7.91 eV/A.